No. 1
{"formula": "C27H68Cl6O7", "method": "the ωB97M-V functional and the def2-TZVPD basis", "elements": ["C", "C", "C", "O", "H", "H", "H", "H", "H", "H", "H", "H", "C", "C", "C", "O", "H", "H", "H", "H", "H", "H", "H", "H", "C", "C", "C", "O", "H", "H", "H", "H", "H", "H", "H", "H", "C", "C", "C", "O", "H", "H", "H", "H", "H", "H", "H", "H", "C", "C", "C", "O", "H", "H", "H", "H", "H", "H", "H", "H", "C", "C", "C", "O", "H", "H", "H", "H", "H", "H", "H", "H", "C", "C", "C", "O", "H", "H", "H", "H", "H", "H", "H", "H", "Cl", "C", "C", "Cl", "H", "H", "H", "H", "Cl", "C", "C", "Cl", "H", "H", "H", "H", "Cl", "C", "C", "Cl", "H", "H", "H", "H"], "coordinates": [[-3.53, 0.91, -3.61], [-3.12, 1.79, -2.40], [-1.72, 2.43, -2.75], [-4.21, 2.74, -2.20], [-4.56, 0.55, -3.63], [-2.93, 0.02, -3.76], [-3.49, 1.44, -4.57], [-2.82, 1.19, -1.54], [-1.01, 1.70, -3.14], [-1.33, 2.94, -1.87], [-1.84, 3.12, -3.59], [-4.64, 2.97, -3.02], [-2.11, -1.38, 3.91], [-2.05, -2.56, 2.92], [-2.81, -3.71, 3.42], [-2.50, -2.14, 1.67], [-1.45, -0.58, 3.56], [-2.12, -1.68, 4.96], [-3.13, -1.00, 3.93], [-1.06, -3.00, 2.78], [-3.81, -3.37, 3.69], [-2.45, -3.94, 4.43], [-2.84, -4.50, 2.68], [-3.46, -2.06, 1.73], [-1.21, -3.06, -3.17], [0.33, -3.33, -3.34], [0.77, -4.49, -2.44], [0.48, -3.90, -4.63], [-1.60, -3.25, -2.18], [-1.78, -3.62, -3.91], [-1.35, -1.98, -3.29], [0.78, -2.34, -3.25], [0.51, -4.41, -1.39], [1.85, -4.59, -2.56], [0.33, -5.44, -2.73], [-0.07, -4.69, -4.71], [-0.37, 0.22, 0.63], [0.63, -0.87, 0.20], [1.94, -0.86, 0.92], [0.12, -2.10, 0.48], [-1.32, 0.11, 0.10], [-0.07, 1.25, 0.46], [-0.50, 0.18, 1.71], [0.72, -0.84, -0.88], [2.51, 0.06, 0.77], [2.52, -1.78, 0.87], [1.72, -0.94, 1.98], [-0.84, -2.04, 0.49], [-0.33, 3.44, 2.11], [-1.78, 3.84, 2.23], [-2.67, 3.07, 1.20], [-2.26, 3.19, 3.40], [0.37, 4.18, 2.51], [-0.10, 3.37, 1.04], [-0.21, 2.42, 2.48], [-1.87, 4.93, 2.21], [-3.73, 3.26, 1.37], [-2.55, 2.01, 1.38], [-2.50, 3.25, 0.14], [-2.84, 3.87, 3.76], [-6.04, -0.87, -0.04], [-5.24, -0.07, 1.05], [-5.86, 1.31, 1.23], [-5.42, -0.84, 2.23], [-5.64, -1.87, 0.10], [-5.65, -0.55, -1.00], [-7.13, -0.92, -0.06], [-4.20, 0.05, 0.74], [-5.39, 2.09, 0.63], [-5.83, 1.68, 2.26], [-6.90, 1.38, 0.92], [-6.34, -1.09, 2.35], [4.52, 1.78, 2.56], [5.67, 0.97, 3.19], [5.76, -0.45, 2.57], [6.89, 1.72, 3.04], [3.61, 1.52, 3.10], [4.37, 1.47, 1.52], [4.66, 2.86, 2.52], [5.42, 0.91, 4.25], [6.28, -0.50, 1.62], [4.71, -0.74, 2.47], [6.29, -1.07, 3.29], [7.62, 1.24, 3.45], [5.18, -6.13, -0.06], [5.94, -4.53, 0.50], [4.89, -3.44, 0.20], [4.81, -2.99, -1.50], [6.80, -4.61, -0.17], [6.30, -4.66, 1.52], [5.14, -2.52, 0.74], [3.93, -3.83, 0.55], [5.06, 1.79, -1.87], [4.13, 0.47, -2.54], [3.17, 0.83, -3.64], [3.86, 1.79, -4.95], [3.47, -0.02, -1.82], [4.82, -0.32, -2.85], [2.26, 1.32, -3.30], [2.68, -0.05, -4.05], [-0.23, 5.68, -1.20], [0.76, 4.96, -2.61], [2.08, 4.33, -2.16], [1.69, 2.85, -1.26], [0.99, 5.74, -3.34], [0.13, 4.27, -3.17], [2.63, 5.04, -1.54], [2.66, 4.00, -3.01]], "total_charge": 0, "smiles": "CC(C)O.CC(C)O.CC(C)O.CC(C)O.CC(C)O.CC(C)O.CC(C)O.ClCCCl.ClCCCl.ClCCCl", "lumo_energy_ev": 0.5}


No. 2
{"formula": "C27H68N5O13V", "method": "the ωB97M-V functional and the def2-TZVPD basis", "elements": ["O", "V", "O", "O", "C", "O", "O", "H", "C", "O", "C", "C", "N", "C", "C", "O", "C", "H", "H", "H", "H", "H", "H", "H", "H", "H", "H", "H", "H", "H", "H", "H", "C", "O", "C", "C", "N", "C", "C", "O", "C", "H", "H", "H", "H", "H", "H", "H", "H", "H", "H", "H", "H", "H", "H", "H", "C", "O", "C", "C", "N", "C", "C", "O", "C", "H", "H", "H", "H", "H", "H", "H", "H", "H", "H", "H", "H", "H", "H", "H", "C", "C", "C", "O", "C", "N", "H", "H", "H", "H", "H", "H", "H", "H", "H", "H", "H", "C", "C", "C", "O", "C", "N", "H", "H", "H", "H", "H", "H", "H", "H", "H", "H", "H"], "coordinates": [[23.85, 16.08, -5.87], [23.72, 14.45, -5.97], [22.23, 14.05, -5.58], [24.94, 14.44, -9.83], [24.62, 14.36, -8.56], [25.38, 14.14, -7.61], [23.48, 14.61, -8.23], [24.20, 14.74, -10.37], [28.97, 12.94, -2.30], [27.87, 13.07, -3.17], [27.59, 14.40, -3.58], [26.37, 14.50, -4.58], [25.03, 14.07, -4.05], [24.95, 12.65, -3.77], [25.20, 11.77, -5.03], [24.22, 12.08, -6.03], [24.12, 11.09, -7.10], [29.19, 11.88, -2.17], [28.72, 13.31, -1.31], [29.91, 13.41, -2.59], [28.45, 14.78, -4.14], [27.43, 15.07, -2.73], [26.58, 13.96, -5.50], [26.24, 15.55, -4.84], [25.06, 14.43, -3.10], [23.95, 12.32, -3.50], [25.72, 12.38, -3.04], [24.99, 10.76, -4.67], [26.22, 11.86, -5.40], [23.40, 11.38, -7.86], [23.91, 10.10, -6.71], [25.13, 11.04, -7.49], [21.01, 11.18, -5.11], [20.07, 10.15, -4.71], [18.73, 10.61, -4.59], [17.72, 9.58, -4.15], [17.95, 9.14, -2.79], [17.11, 7.97, -2.50], [17.61, 6.68, -3.27], [18.94, 6.28, -2.85], [19.56, 5.39, -3.74], [20.90, 12.11, -4.56], [20.71, 11.45, -6.13], [22.05, 10.87, -5.00], [18.37, 11.05, -5.53], [18.78, 11.42, -3.87], [17.71, 8.81, -4.92], [16.73, 10.02, -4.19], [18.91, 8.82, -2.72], [16.09, 8.28, -2.72], [17.14, 7.66, -1.45], [17.66, 7.00, -4.31], [16.85, 5.90, -3.22], [19.80, 5.85, -4.70], [18.92, 4.52, -3.88], [20.48, 5.01, -3.29], [22.35, 16.72, -3.05], [22.46, 15.30, -3.04], [22.34, 14.68, -1.81], [23.51, 14.98, -0.75], [24.86, 14.46, -1.06], [25.84, 14.82, -0.02], [25.69, 13.89, 1.19], [25.40, 12.59, 0.74], [25.33, 11.62, 1.78], [21.42, 17.09, -2.64], [22.41, 17.06, -4.09], [23.21, 17.22, -2.59], [22.31, 13.60, -1.87], [21.39, 14.94, -1.35], [23.14, 14.45, 0.13], [23.53, 16.04, -0.51], [24.74, 13.46, -0.95], [25.78, 15.90, 0.11], [26.81, 14.57, -0.45], [24.93, 14.23, 1.90], [26.65, 14.05, 1.68], [26.19, 11.65, 2.44], [25.48, 10.67, 1.25], [24.43, 11.61, 2.39], [30.02, 17.44, -3.17], [29.20, 18.71, -2.92], [27.73, 18.57, -2.62], [27.05, 18.16, -3.85], [25.66, 17.86, -3.64], [29.83, 19.36, -1.86], [30.00, 16.75, -2.32], [31.08, 17.63, -3.35], [29.59, 16.94, -4.03], [29.35, 19.45, -3.71], [27.27, 19.48, -2.22], [27.55, 17.85, -1.83], [25.07, 17.56, -4.51], [25.06, 18.66, -3.21], [25.55, 17.03, -2.95], [29.88, 18.71, -1.08], [30.81, 19.48, -2.02], [17.75, 16.75, -5.22], [17.71, 16.16, -6.65], [18.61, 14.87, -6.79], [18.63, 14.29, -8.13], [19.45, 13.14, -8.23], [16.33, 15.84, -7.00], [18.75, 17.02, -4.87], [17.24, 16.09, -4.52], [17.11, 17.63, -5.22], [18.11, 16.92, -7.33], [18.48, 14.09, -6.04], [19.57, 15.26, -6.48], [19.56, 12.98, -9.31], [19.06, 12.24, -7.76], [20.46, 13.29, -7.85], [15.80, 16.70, -6.99], [16.20, 15.47, -7.93]], "total_charge": 0, "e_above_lowest_ev": 2.387, "lumo_energy_ev": 0.3}


No. 3
{"formula": "C27H69O24P5", "method": "the ωB97M-V functional and the def2-TZVPD basis", "elements": ["C", "O", "P", "O", "O", "C", "O", "C", "H", "H", "H", "H", "H", "H", "H", "H", "H", "C", "O", "P", "O", "O", "C", "O", "C", "H", "H", "H", "H", "H", "H", "H", "H", "H", "C", "O", "P", "O", "O", "C", "O", "C", "H", "H", "H", "H", "H", "H", "H", "H", "H", "C", "O", "P", "O", "O", "C", "O", "C", "H", "H", "H", "H", "H", "H", "H", "H", "H", "C", "O", "P", "O", "O", "C", "O", "C", "H", "H", "H", "H", "H", "H", "H", "H", "H", "C", "C", "C", "O", "H", "H", "H", "H", "H", "H", "C", "C", "C", "O", "H", "H", "H", "H", "H", "H", "C", "C", "C", "O", "H", "H", "H", "H", "H", "H", "C", "C", "C", "O", "H", "H", "H", "H", "H", "H"], "coordinates": [[1.76, 4.90, -0.84], [0.68, 4.66, 0.13], [1.08, 4.07, 1.64], [1.40, 2.66, 1.60], [2.40, 4.88, 2.09], [3.34, 4.36, 3.11], [-0.04, 4.52, 2.77], [-0.31, 5.83, 3.06], [1.87, 3.93, -1.16], [2.61, 5.75, -0.46], [1.20, 5.46, -1.49], [2.94, 4.28, 3.99], [4.10, 5.13, 3.25], [3.53, 3.30, 2.87], [0.56, 6.05, 3.43], [-1.12, 5.99, 3.90], [-0.49, 6.55, 2.18], [-0.84, -4.47, 1.23], [-1.61, -3.48, 0.53], [-3.24, -3.53, 0.26], [-3.76, -4.83, 0.94], [-4.04, -2.33, 0.99], [-4.03, -2.42, 2.36], [-3.68, -3.61, -1.25], [-3.66, -4.80, -2.01], [-1.45, -4.47, 2.12], [0.32, -4.28, 1.11], [-0.91, -5.47, 0.90], [-4.31, -1.40, 2.71], [-3.25, -2.37, 2.94], [-4.70, -3.17, 2.78], [-4.61, -5.19, -1.83], [-3.00, -5.53, -1.73], [-3.55, -4.63, -2.84], [0.64, -2.52, -1.66], [-0.24, -2.16, -2.70], [-1.20, -0.85, -2.67], [-2.02, -1.03, -1.46], [-0.38, 0.49, -2.52], [-0.59, 1.27, -1.40], [-2.15, -0.82, -3.98], [-3.59, -0.85, -3.85], [0.29, -3.41, -1.30], [0.67, -1.78, -0.84], [1.62, -2.54, -2.06], [-0.05, 2.21, -1.21], [-0.32, 0.81, -0.42], [-1.67, 1.65, -1.41], [-4.08, -0.16, -3.29], [-3.81, -1.92, -3.39], [-3.95, -0.68, -4.85], [-2.36, 1.85, 3.79], [-3.31, 1.83, 2.75], [-3.17, 2.99, 1.55], [-1.80, 3.31, 1.24], [-4.03, 2.39, 0.24], [-4.34, 0.99, 0.18], [-3.81, 4.46, 1.80], [-3.39, 5.53, 1.12], [-1.43, 1.95, 3.53], [-2.49, 0.91, 4.43], [-2.63, 2.63, 4.49], [-5.35, 0.96, 0.77], [-3.47, 0.37, 0.60], [-4.69, 0.65, -0.84], [-3.65, 5.64, 0.03], [-2.31, 5.61, 1.25], [-3.69, 6.38, 1.75], [1.92, 1.46, 5.25], [2.39, 1.36, 3.92], [1.90, 0.19, 2.96], [2.25, -1.05, 3.71], [0.20, 0.17, 2.90], [-0.50, -0.98, 2.40], [2.70, -0.02, 1.61], [3.90, 0.50, 1.34], [2.36, 2.35, 5.57], [2.35, 0.52, 5.77], [0.75, 1.36, 5.44], [-0.50, -1.73, 3.06], [0.17, -1.38, 1.48], [-1.40, -0.70, 2.00], [3.84, 1.35, 0.82], [4.63, 0.04, 0.74], [4.36, 0.80, 2.34], [3.78, -3.18, 0.56], [4.44, -3.39, -0.70], [5.41, -4.45, -0.94], [4.14, -2.59, -1.74], [3.47, -4.17, 1.01], [2.83, -2.72, 0.46], [4.49, -2.70, 1.26], [5.74, -4.53, -2.14], [5.05, -5.44, -0.28], [6.50, -4.28, -0.60], [2.39, 1.87, -3.78], [3.53, 1.84, -2.88], [3.76, 0.39, -2.32], [4.22, 2.79, -2.58], [2.12, 0.79, -4.02], [2.53, 2.44, -4.74], [1.45, 2.34, -3.41], [3.44, -0.29, -3.15], [3.08, 0.25, -1.45], [4.81, 0.50, -1.87], [3.08, -7.41, -1.53], [1.91, -6.42, -1.43], [0.77, -6.84, -2.46], [1.92, -5.35, -0.77], [3.68, -7.37, -2.49], [2.71, -8.48, -1.34], [4.00, -7.24, -0.92], [-0.30, -6.52, -2.05], [0.52, -7.89, -2.44], [1.16, -6.48, -3.32], [-1.58, 4.60, -2.41], [-3.04, 4.25, -2.91], [-3.38, 2.78, -3.12], [-3.74, 5.00, -3.36], [-1.50, 4.42, -1.44], [-1.46, 5.65, -2.53], [-0.78, 4.04, -3.02], [-4.50, 2.76, -3.58], [-3.60, 2.25, -2.15], [-2.84, 2.03, -3.68]], "total_charge": 0, "e_above_lowest_ev": 0.009, "smiles": "COP(=O)(OC)OC.COP(=O)(OC)OC.COP(=O)(OC)OC.COP(=O)(OC)OC.COP(=O)(OC)OC.CC(C)=O.CC(C)=O.CC(C)=O.CC(C)=O", "lumo_energy_ev": 0.4}


No. 4
{"formula": "C27H71NO13PS", "method": "the ωB97M-V functional and the def2-TZVPD basis", "elements": ["C", "C", "O", "C", "N", "P", "S", "H", "H", "H", "H", "H", "H", "H", "H", "H", "H", "H", "C", "O", "C", "C", "O", "C", "H", "H", "H", "H", "H", "H", "H", "H", "H", "H", "C", "O", "C", "C", "O", "C", "H", "H", "H", "H", "H", "H", "H", "H", "H", "H", "C", "O", "C", "C", "O", "C", "H", "H", "H", "H", "H", "H", "H", "H", "H", "H", "C", "O", "C", "C", "O", "C", "H", "H", "H", "H", "H", "H", "H", "H", "H", "H", "C", "O", "C", "C", "O", "C", "H", "H", "H", "H", "H", "H", "H", "H", "H", "H", "C", "O", "C", "C", "O", "C", "H", "H", "H", "H", "H", "H", "H", "H", "H", "H"], "coordinates": [[0.96, -6.20, -1.74], [1.77, -5.52, -2.88], [2.85, -4.74, -2.33], [4.03, -5.43, -2.25], [5.14, -4.46, -2.53], [5.16, -2.97, -1.52], [3.92, -1.59, -2.05], [1.14, -7.28, -1.75], [-0.11, -6.01, -1.83], [1.32, -5.77, -0.80], [1.11, -4.80, -3.36], [2.10, -6.22, -3.65], [4.13, -5.92, -1.27], [4.11, -6.24, -3.00], [6.01, -4.97, -2.33], [5.17, -4.22, -3.53], [6.49, -2.48, -1.68], [5.02, -3.29, -0.14], [-0.59, 1.69, -0.43], [0.48, 2.53, -0.03], [0.57, 2.68, 1.38], [1.65, 1.80, 1.97], [1.34, 0.42, 1.83], [2.02, -0.19, 0.75], [-0.44, 1.43, -1.48], [-0.63, 0.77, 0.16], [-1.54, 2.22, -0.33], [-0.40, 2.48, 1.85], [0.82, 3.73, 1.58], [1.73, 2.00, 3.04], [2.62, 2.02, 1.51], [3.07, -0.36, 1.02], [1.97, 0.41, -0.16], [1.56, -1.16, 0.56], [1.24, 6.78, 2.34], [0.49, 5.98, 3.25], [1.30, 5.21, 4.11], [1.42, 5.83, 5.49], [2.12, 7.06, 5.44], [1.26, 8.19, 5.49], [0.57, 7.50, 1.89], [2.05, 7.31, 2.84], [1.65, 6.14, 1.55], [2.29, 5.05, 3.67], [0.82, 4.23, 4.21], [2.00, 5.16, 6.13], [0.43, 5.96, 5.94], [0.88, 8.33, 6.50], [0.42, 8.09, 4.79], [1.84, 9.07, 5.21], [3.11, 9.02, -3.53], [2.31, 7.85, -3.58], [2.43, 7.06, -2.41], [1.25, 7.27, -1.47], [1.24, 8.59, -0.94], [0.30, 9.43, -1.59], [2.78, 9.68, -4.34], [3.00, 9.55, -2.58], [4.16, 8.76, -3.70], [3.37, 7.26, -1.90], [2.43, 6.01, -2.73], [1.35, 6.59, -0.62], [0.31, 7.04, -1.97], [-0.71, 9.18, -1.26], [0.37, 9.35, -2.67], [0.52, 10.46, -1.30], [-1.30, -8.83, -4.51], [-1.75, -8.39, -3.24], [-3.16, -8.26, -3.17], [-3.81, -9.44, -2.48], [-3.66, -10.63, -3.24], [-2.63, -11.47, -2.75], [-0.26, -9.14, -4.42], [-1.89, -9.67, -4.88], [-1.36, -8.00, -5.23], [-3.58, -8.11, -4.17], [-3.36, -7.35, -2.58], [-4.88, -9.25, -2.38], [-3.40, -9.57, -1.47], [-2.96, -11.98, -1.83], [-1.71, -10.92, -2.55], [-2.42, -12.22, -3.51], [-2.80, 1.89, 9.37], [-1.97, 1.08, 8.56], [-1.93, 1.51, 7.21], [-0.66, 2.30, 6.91], [-0.63, 3.53, 7.63], [0.20, 3.47, 8.78], [-2.59, 1.65, 10.42], [-2.61, 2.96, 9.22], [-3.85, 1.68, 9.17], [-2.81, 2.10, 6.97], [-1.94, 0.61, 6.59], [-0.64, 2.54, 5.85], [0.23, 1.70, 7.14], [1.25, 3.50, 8.48], [0.01, 2.58, 9.37], [-0.02, 4.35, 9.39], [-2.66, -4.62, -4.13], [-3.40, -5.02, -5.26], [-4.77, -4.63, -5.18], [-5.04, -3.38, -6.00], [-4.37, -2.25, -5.47], [-3.19, -1.93, -6.18], [-1.60, -4.73, -4.37], [-2.84, -3.58, -3.85], [-2.89, -5.27, -3.28], [-5.07, -4.48, -4.14], [-5.36, -5.46, -5.59], [-6.12, -3.17, -5.97], [-4.77, -3.54, -7.05], [-3.45, -1.45, -7.13], [-2.57, -2.80, -6.37], [-2.63, -1.22, -5.58]], "total_charge": 1, "lumo_energy_ev": -3.8}


In order of appearance, gap between HOMO and LUMO = 10.31, 9.01, 9.71, 6.42 eV.